Entry 1:
Molecular formula: C23H51ClINO11PS7
Method: DFT, the ωB97M-V functional and the def2-TZVPD basis

Structure (XYZ):
```
96
Properties=species:S:1:pos:R:3:mulliken_charge:R:1
C -1.951 -1.534 -0.717 -1.429
C -0.923 -1.426 -1.786 0.725
C -0.872 -2.357 -2.809 -0.003
C -1.832 -3.503 -2.819 -0.762
C -3.290 -3.179 -2.985 0.317
O -4.158 -3.881 -2.612 -0.452
I -3.795 -1.368 -4.059 -0.042
C 0.082 -2.219 -3.793 0.194
S 0.177 -3.347 -5.149 -0.226
N 0.966 -1.196 -3.722 0.024
Cl 2.088 -1.045 -4.996 0.010
C 0.977 -0.284 -2.713 0.656
P 2.174 1.117 -2.585 0.663
O 1.485 2.356 -2.939 -0.716
O 2.709 1.021 -1.124 -0.214
O 3.480 0.901 -3.450 -0.483
C 0.015 -0.390 -1.731 0.563
C -0.083 0.571 -0.588 -2.061
C 0.557 0.047 0.697 0.850
C 0.513 1.127 1.762 -0.988
O 1.589 2.067 1.626 -0.412
H -1.445 -1.647 0.234 -0.013
H -2.567 -2.412 -0.833 0.486
H -2.567 -0.643 -0.666 0.325
H -1.709 -4.085 -1.886 -0.083
H -1.619 -4.179 -3.638 0.745
H -0.544 -2.605 -6.000 0.245
H 2.941 1.912 -0.817 0.279
H 3.391 1.426 -4.259 0.380
H 0.378 1.517 -0.829 0.997
H -1.119 0.819 -0.407 0.572
H 0.036 -0.804 1.124 0.293
H 1.599 -0.217 0.553 -0.144
H 0.559 0.686 2.751 0.119
H -0.428 1.674 1.711 0.434
H 1.232 2.899 1.304 0.309
C 2.832 -0.850 5.911 -0.743
S 1.375 -1.638 5.227 0.491
O 0.658 -0.598 4.434 -0.602
C 0.488 -1.807 6.778 -1.039
H 3.510 -0.606 5.096 0.065
H 2.539 0.065 6.424 0.317
H 3.321 -1.538 6.602 0.420
H 0.361 -0.824 7.229 0.320
H 1.048 -2.465 7.442 0.391
H -0.484 -2.245 6.563 0.327
C 4.262 2.910 2.965 -0.992
S 4.968 1.262 2.967 0.796
O 5.139 0.860 4.389 -0.755
C 6.589 1.751 2.362 -1.045
H 3.250 2.839 3.353 0.215
H 4.863 3.568 3.593 0.468
H 4.231 3.286 1.942 0.289
H 7.024 2.485 3.039 0.326
H 6.489 2.167 1.359 0.345
H 7.216 0.863 2.330 0.335
C -4.375 2.869 -1.734 -1.160
S -2.614 2.748 -2.028 0.778
O -1.947 2.973 -0.709 -0.693
C -2.484 4.276 -2.953 -1.126
H -4.678 2.022 -1.119 0.397
H -4.587 3.803 -1.218 0.293
H -4.903 2.840 -2.686 0.426
H -2.854 5.098 -2.341 0.323
H -3.069 4.192 -3.868 0.387
H -1.434 4.428 -3.197 0.356
C 5.390 -3.032 0.161 -1.181
S 4.060 -2.139 -0.643 0.814
O 2.912 -3.081 -0.787 -0.701
C 4.846 -2.048 -2.254 -0.863
H 5.082 -3.238 1.184 0.360
H 5.573 -3.967 -0.368 0.373
H 6.286 -2.412 0.167 0.383
H 5.069 -3.054 -2.607 0.450
H 5.758 -1.457 -2.176 0.376
H 4.158 -1.559 -2.941 0.036
C -1.950 -6.006 1.941 -1.145
S -1.089 -4.696 1.076 0.731
O -1.149 -5.047 -0.384 -0.789
C 0.551 -5.105 1.643 -0.880
H -3.004 -5.946 1.680 0.370
H -1.544 -6.968 1.633 0.341
H -1.828 -5.861 3.014 0.367
H 0.781 -6.133 1.361 0.387
H 0.588 -4.984 2.727 0.405
H 1.253 -4.424 1.171 0.091
C -8.239 4.783 -2.131 -0.928
S -7.132 6.170 -2.405 0.405
O -5.743 5.636 -2.320 -0.516
C -7.466 6.995 -0.848 -0.948
H -8.149 4.112 -2.982 0.312
H -7.954 4.264 -1.216 0.288
H -9.264 5.148 -2.060 0.393
H -7.232 6.323 -0.022 0.297
H -8.513 7.294 -0.816 0.388
H -6.832 7.877 -0.798 0.318
```

E_HOMO: -10.61 eV
max |F|: 1.2 eV Å⁻¹
Kohn-Sham gap: 6.989 eV
spin multiplicity: 1
charge: +1
E_tot: -5675.58523 Ha

Entry 2:
Molecular formula: H24O12
Method: DFT, the ωB97M-V functional and the def2-TZVPD basis

Structure (XYZ):
```
36
Properties=species:S:1:pos:R:3:mulliken_charge:R:1
O 4.063 2.041 0.014 -0.867
H 3.839 2.063 0.919 0.402
H 4.153 1.301 -0.567 0.297
O -1.867 -3.045 -0.695 -0.679
H -2.388 -2.752 0.062 0.345
H -1.856 -2.241 -1.259 0.312
O 2.039 0.702 -1.176 -0.668
H 2.412 -0.238 -0.902 0.304
H 2.427 1.414 -0.723 0.335
O -0.077 -0.938 0.563 -0.502
H 0.619 -1.266 -0.016 0.175
H -0.887 -1.220 -0.020 0.165
O -2.826 -1.022 -2.398 -0.759
H -2.998 -0.192 -2.034 0.369
H -3.669 -1.145 -2.911 0.321
O -1.088 2.079 -1.130 -0.677
H -0.927 2.732 -0.348 0.322
H -0.471 1.553 -0.867 0.221
O -3.512 0.846 1.153 -0.610
H -4.305 0.546 0.543 0.328
H -4.068 0.997 1.957 0.282
O 2.893 -1.251 2.921 -0.846
H 2.011 -0.917 2.459 0.249
H 2.837 -0.703 3.791 0.475
O -3.716 1.648 -1.498 -0.736
H -2.982 1.787 -0.760 0.471
H -3.201 2.210 -2.086 0.295
O -0.176 4.407 1.924 -0.964
H -0.304 4.226 2.756 0.413
H 0.410 3.854 1.511 0.390
O 3.142 -1.765 -1.974 -0.804
H 2.169 -1.697 -1.980 0.337
H 3.315 -2.776 -2.060 0.377
O 1.417 -3.638 1.382 -0.698
H 1.426 -4.506 1.734 0.284
H 2.148 -3.096 1.714 0.341
```

E_HOMO (spin up / spin down): 0.28 / -7.59 eV
max |F|: 9.3 eV Å⁻¹
ΔE to the lowest compared entry with this formula, charge and spin: 4.2918 eV
Kohn-Sham gap (spin up / spin down): 2.425 / 10.197 eV
spin multiplicity: 2
charge: -1
E_tot: -917.13590 Ha

Entry 3:
Molecular formula: C6H17NO
Method: DFT, the ωB97M-V functional and the def2-TZVPD basis

Structure (XYZ):
```
25
Properties=species:S:1:pos:R:3:mulliken_charge:R:1
C 0.546 -0.145 1.095 -1.490
C 1.227 -0.569 -0.195 1.119
C 1.240 -2.106 -0.526 -1.741
C 2.635 0.023 -0.302 -1.455
C -0.958 -0.214 0.983 -0.276
N -1.599 0.466 -0.103 -0.484
C -3.239 -0.012 0.081 -1.101
H 0.719 0.878 1.418 0.425
H 0.882 -0.850 1.878 0.407
H 0.583 -0.210 -1.013 0.320
H 1.981 -2.640 0.032 0.375
H 1.491 -2.085 -1.578 0.424
H 0.300 -2.503 -0.279 0.502
H 2.922 0.374 0.682 0.324
H 2.585 0.831 -1.003 0.271
H 3.383 -0.650 -0.682 0.412
H -1.008 -1.340 0.686 0.078
H -1.490 -0.180 1.921 0.474
H -2.354 -0.248 -0.689 0.301
H -3.629 -1.043 0.252 0.358
H -4.001 0.289 -0.721 0.335
H -3.487 0.576 0.991 0.352
H 0.065 3.106 -1.262 0.294
H -0.355 1.829 -0.518 0.403
O 0.430 2.343 -0.814 -0.626
```

E_HOMO: -9.03 eV
max |F|: 5.5 eV Å⁻¹
ΔE to the lowest compared entry with this formula, charge and spin: 5.0329 eV
Kohn-Sham gap: 9.780 eV
spin multiplicity: 1
E_tot: -368.61589 Ha

Entry 4:
Molecular formula: C16H28Cl14F6NO4S2Sn
Method: DFT, the ωB97M-V functional and the def2-TZVPD basis

Structure (XYZ):
```
72
Properties=species:S:1:pos:R:3:mulliken_charge:R:1
Sn 2.502 1.636 -1.504 0.311
C 1.851 -0.733 1.745 -0.365
F 2.766 0.236 1.831 -0.189
F 2.452 -1.945 1.748 -0.192
F 0.919 -0.806 2.696 -0.191
S 0.966 -0.592 0.062 1.042
O 1.913 -1.076 -0.981 -0.798
O -0.295 -1.320 0.152 -0.020
N 0.861 1.082 -0.287 -0.187
S -0.642 1.348 0.022 0.521
O -1.554 0.773 -0.971 -0.834
O -1.003 1.239 1.490 -0.544
C -0.692 3.281 -0.333 0.392
F 0.145 3.924 0.496 -0.174
F -0.295 3.482 -1.582 -0.216
F -1.950 3.695 -0.190 -0.214
Cl -0.508 0.381 5.348 -0.184
C -0.308 2.003 4.741 -0.511
C -1.233 2.376 3.565 0.893
Cl -2.910 2.522 4.064 -0.245
H 0.692 2.075 4.314 0.220
H -0.287 2.733 5.550 0.445
H -1.088 1.605 2.808 -0.177
H -1.077 3.358 3.119 -0.362
Cl 0.114 -3.943 -1.503 -0.247
C -1.355 -2.873 -1.422 0.441
C -2.007 -2.878 -2.750 -0.414
Cl -0.909 -2.418 -4.087 -0.214
H -1.033 -1.860 -1.179 -1.000
H -2.000 -3.303 -0.657 0.925
H -2.828 -2.161 -2.741 0.371
H -2.360 -3.864 -3.052 0.524
Cl -3.021 -4.516 2.490 -0.199
C -1.796 -3.332 2.890 -0.649
C -1.125 -2.647 1.686 0.768
Cl -0.310 -3.854 0.691 -0.183
H -1.085 -3.854 3.530 0.371
H -2.290 -2.544 3.459 0.354
H -0.361 -1.943 2.016 -0.241
H -1.868 -2.110 1.095 0.126
Cl -3.240 -0.131 -3.818 -0.148
C -1.806 0.329 -2.920 0.284
C -0.582 0.513 -3.870 -0.351
Cl 0.687 0.868 -2.717 0.384
H -1.637 -0.383 -2.112 -0.475
H -2.025 1.300 -2.476 0.279
H -0.552 1.149 -4.755 0.571
H -0.331 -0.467 -4.274 -0.200
Cl -1.436 5.942 0.538 -0.220
C -2.733 5.066 1.436 0.155
C -2.628 5.425 2.913 -0.646
Cl -3.128 7.128 3.255 -0.187
H -2.658 4.007 1.189 -0.012
H -3.705 5.382 1.057 0.462
H -1.590 5.502 3.237 0.342
H -3.175 4.840 3.652 0.212
Cl 5.288 -1.694 -2.389 -0.133
C 5.201 -2.209 -0.694 -0.748
C 4.037 -1.652 0.078 0.527
Cl 4.062 0.152 0.077 -0.197
H 6.168 -2.039 -0.222 0.467
H 5.119 -3.295 -0.651 0.455
H 4.154 -1.847 1.144 0.751
H 3.060 -2.034 -0.217 -0.540
Cl 3.268 -0.192 -2.906 -0.080
C 2.372 -1.430 -3.836 -0.323
C 1.599 -2.398 -2.862 0.100
Cl 2.689 -3.354 -1.828 -0.238
H 3.074 -1.895 -4.529 0.366
H 1.622 -0.901 -4.424 0.274
H 0.819 -2.999 -3.329 1.132
H 1.015 -1.862 -2.114 -0.418
```

E_HOMO: -10.93 eV
max |F|: 7.7 eV Å⁻¹
ΔE to the lowest compared entry with this formula, charge and spin: 17.2781 eV
Kohn-Sham gap: 6.755 eV
spin multiplicity: 1
charge: +1
E_tot: -9033.71930 Ha

Entry 5:
Molecular formula: C19H28N2O4
Method: DFT, the ωB97M-V functional and the def2-TZVPD basis

Structure (XYZ):
```
53
Properties=species:S:1:pos:R:3:mulliken_charge:R:1
C -1.138 -2.815 4.782 -1.101
C -0.557 -1.406 4.862 -0.568
H -0.333 -1.159 5.904 0.378
H -1.268 -0.663 4.481 0.351
O 0.691 -1.292 4.208 -0.401
C 0.759 -1.222 2.845 0.976
C -0.355 -1.163 2.014 -0.911
C -0.236 -1.124 0.637 -1.165
C 1.021 -1.134 0.048 0.801
C 2.139 -1.142 0.872 -0.408
C 2.042 -1.187 2.256 0.293
O 3.235 -1.259 2.909 -0.535
C 3.407 -0.689 4.196 -0.231
C 3.140 0.811 4.212 -1.040
H 2.089 1.013 4.020 0.245
H 3.734 1.304 3.446 0.306
H 3.403 1.219 5.184 0.385
H 2.783 -1.196 4.938 0.177
H 4.459 -0.887 4.422 0.394
H 3.122 -1.120 0.428 0.510
C 1.235 -1.076 -1.422 0.315
O 2.213 -0.553 -1.928 -0.684
N 0.256 -1.642 -2.167 -0.057
H -0.511 -2.112 -1.714 0.214
C 0.271 -1.671 -3.611 -1.239
C -0.927 -0.898 -4.176 1.132
O -1.881 -1.507 -4.630 -0.701
N -0.885 0.446 -4.127 0.114
C 0.147 1.278 -3.552 -1.140
H 1.036 0.704 -3.302 0.412
C -0.385 1.980 -2.301 -0.298
H 0.399 2.617 -1.889 0.501
C -1.627 2.808 -2.635 0.482
C -2.202 3.465 -1.384 -1.689
H -2.494 2.710 -0.657 0.319
H -3.079 4.059 -1.632 0.429
H -1.464 4.116 -0.922 0.413
C -2.662 1.905 -3.309 -0.645
C -2.055 1.204 -4.524 -1.075
H -2.768 0.509 -4.970 0.468
H -1.757 1.944 -5.275 0.327
H -3.528 2.490 -3.624 0.411
H -3.004 1.150 -2.598 0.234
H -1.340 3.595 -3.343 0.289
H -0.636 1.230 -1.548 -0.079
H 0.425 2.032 -4.299 0.444
H 1.227 -1.266 -3.947 0.491
H 0.174 -2.704 -3.962 0.389
H -1.137 -1.063 0.043 0.345
H -1.345 -1.156 2.440 0.361
H -1.342 -3.097 3.752 0.357
H -2.062 -2.861 5.351 0.386
H -0.430 -3.528 5.198 0.317
```

E_HOMO: -8.46 eV
max |F|: 0.7 eV Å⁻¹
ΔE to the lowest compared entry with this formula, charge and spin: 1.0022 eV
structure (SMILES): CCOc1ccc(C(=O)NCC(=O)N2CCC(C)CC2)cc1OCC
Kohn-Sham gap: 9.095 eV
spin multiplicity: 1
E_tot: -1151.29873 Ha

Entry 6:
Molecular formula: C23H23GaP2
Method: DFT, the ωB97M-V functional and the def2-TZVPD basis

Structure (XYZ):
```
49
Properties=species:S:1:pos:R:3:mulliken_charge:R:1
C 2.235 2.797 -0.010 0.057
C 3.544 2.682 0.606 -0.669
C 4.373 2.037 -0.359 -0.800
C 3.646 2.040 -1.626 -0.298
C 2.317 2.707 -1.399 -0.103
Ga 2.508 0.764 -0.438 0.907
P -0.819 3.156 1.275 0.024
H 1.437 2.937 0.729 -0.265
H 3.845 3.363 1.404 0.476
H 5.429 1.972 -0.215 0.486
H 1.766 3.195 -2.214 0.544
H 4.083 1.671 -2.573 0.468
H -1.689 3.342 0.206 0.045
H -0.745 4.509 1.651 0.103
H -1.621 2.701 2.409 0.072
C 0.543 -4.472 -1.945 -0.381
C 0.811 -3.307 -2.685 -0.644
C 0.818 -2.059 -2.050 -0.542
C 0.469 -1.963 -0.685 0.561
C 0.209 -3.128 0.049 -0.310
C 0.223 -4.377 -0.583 -0.603
P 0.164 -0.324 -0.002 -0.416
C -1.280 0.221 -0.929 0.463
C -1.223 1.331 -1.792 -0.212
C -2.306 1.625 -2.625 -0.471
C -3.486 0.874 -2.542 -0.507
C -3.559 -0.206 -1.651 -0.833
C -2.448 -0.556 -0.883 -0.617
C -0.333 -0.529 1.756 0.298
C -1.676 -0.446 2.194 -0.314
C -2.003 -0.730 3.530 -0.647
C -0.990 -1.019 4.455 -0.489
C 0.350 -1.015 4.045 -0.539
C 0.681 -0.742 2.717 -0.508
H 0.547 -5.466 -2.415 0.343
H 1.023 -3.411 -3.759 0.356
H 1.048 -1.173 -2.647 0.358
H -0.055 -3.027 1.102 0.322
H -0.009 -5.268 0.021 0.368
H -0.359 1.997 -1.818 0.147
H -2.245 2.440 -3.344 0.409
H -4.357 1.125 -3.152 0.377
H -4.475 -0.801 -1.554 0.380
H -2.484 -1.435 -0.232 0.635
H -2.464 -0.152 1.490 0.500
H -3.053 -0.716 3.827 0.381
H -1.257 -1.239 5.481 0.374
H 1.134 -1.226 4.768 0.404
H 1.734 -0.699 2.410 0.310
```

E_HOMO: -5.44 eV
max |F|: 4.5 eV Å⁻¹
ΔE to the lowest compared entry with this formula, charge and spin: 0.3329 eV
Kohn-Sham gap: 6.049 eV
spin multiplicity: 1
E_tot: -3497.53409 Ha